CH4NO3P | ωB97M-V/def2-TZVPD

Output
SMILES   [H]/N=C/OP(O)O
Frontier orbital gap   10.1 eV
Calculated total energy   -662.3576 hartree
E_HOMO   -9.41 eV

Structure (XYZ):
```
10
Properties=species:S:1:pos:R:3:lowdin_charge:R:1
P 0.937 1.034 -0.649 0.8371
O 0.454 0.065 -1.893 -0.3557
O 0.209 0.351 0.791 -0.2445
O 2.510 0.603 -0.663 -0.2596
N -1.766 -0.477 0.305 0.0791
C -0.917 -0.081 1.138 -0.4795
H -1.027 -0.191 2.202 0.1218
H -0.605 -0.277 -1.797 0.1543
H -2.652 -0.900 0.705 0.0784
H 2.857 -0.128 -0.138 0.0686
```